# 1
12
Properties=species:S:1:pos:R:3:forces:R:3:nbo_charge:R:1 method="wB97M-V/def2-TZVPD" homo_lumo_gap_ev=10.71 e_homo_ev=-9.9 multiplicity=1 energy_ev=-8338.7116 relative_energy_ev=1.750 smiles="O=C[C@@H]1C[C@@H]1O"
O -0.630 -2.009 -0.943 0.2 0.2 0.3 -0.52
C 0.006 -1.654 0.018 -0.1 -0.1 -0.1 0.45
C -0.172 -0.344 0.720 0.0 -0.2 0.1 -0.37
C -0.952 0.722 0.003 -0.1 0.1 -0.1 -0.44
C 0.536 0.837 0.114 0.0 0.1 0.3 0.11
O 1.364 0.551 -0.969 0.0 0.1 -0.2 -0.70
H 0.791 -2.309 0.445 -0.1 0.0 0.0 0.11
H -0.187 -0.411 1.806 0.0 0.0 -0.2 0.23
H -1.563 1.404 0.586 0.1 -0.1 -0.1 0.22
H -1.364 0.413 -0.955 0.1 0.1 0.2 0.25
H 0.936 1.571 0.815 -0.1 -0.1 -0.1 0.18
H 1.234 1.228 -1.641 0.0 0.0 0.0 0.48

# 2
13
Properties=species:S:1:pos:R:3:forces:R:3:nbo_charge:R:1 method="wB97M-V/def2-TZVPD" homo_lumo_gap_ev=11.13 e_homo_ev=-10.1 multiplicity=1 energy_ev=-6323.4205 relative_energy_ev=1.747 smiles=CC1(C)CO1
C 0.627 1.442 -0.056 -0.1 0.4 -0.7 -0.63
C 0.106 -0.006 -0.100 0.8 0.5 0.6 0.18
C 1.222 -1.061 -0.053 2.2 -1.5 0.0 -0.65
C -1.254 -0.258 -0.556 -0.9 -0.5 -0.7 -0.11
O -0.975 -0.180 0.844 0.1 -0.4 -0.5 -0.50
H 1.068 1.713 -1.052 -0.1 -0.3 0.9 0.21
H 1.387 1.533 0.749 -0.4 0.0 -0.6 0.22
H -0.170 2.213 0.138 0.5 -1.1 -0.1 0.23
H 1.586 -1.185 1.072 -0.9 0.2 -2.3 0.23
H 0.956 -2.149 -0.485 0.3 2.6 1.1 0.23
H 2.228 -0.723 -0.643 -2.6 -0.6 1.3 0.22
H -1.638 -1.234 -0.954 0.8 0.7 0.6 0.19
H -1.823 0.570 -0.988 0.1 0.0 0.3 0.18

# 3
14
Properties=species:S:1:pos:R:3:forces:R:3:nbo_charge:R:1 method="wB97M-V/def2-TZVPD" homo_lumo_gap_ev=9.58 e_homo_ev=-8.7 multiplicity=1 energy_ev=-7356.8962 relative_energy_ev=5.359
O 1.004 0.922 1.466 1.0 -0.7 -0.2 -0.72
C 0.589 0.110 0.290 0.8 0.1 0.6 0.17
C 0.608 0.748 -1.058 0.4 0.2 0.3 -0.46
C -0.649 0.771 -0.199 0.4 0.4 0.9 -0.32
C -1.300 -0.672 -0.350 -0.1 0.2 0.2 -0.41
C -0.090 -1.245 0.447 0.2 0.0 0.1 -0.41
H 1.745 1.508 1.255 0.1 -0.4 -0.1 0.49
H 1.128 1.693 -1.169 0.1 -0.1 0.1 0.22
H 0.741 0.093 -1.929 -0.4 0.2 0.4 0.22
H -0.215 1.495 0.952 -2.7 -0.7 -2.6 0.35
H -2.284 -0.824 0.101 0.2 0.1 0.1 0.21
H -1.352 -1.066 -1.381 0.1 0.5 0.3 0.20
H -0.367 -1.403 1.494 0.1 0.1 -0.1 0.22
H 0.443 -2.131 0.080 -0.1 0.1 0.0 0.20

# 4
16
Properties=species:S:1:pos:R:3:forces:R:3:nbo_charge:R:1 method="wB97M-V/def2-TZVPD" homo_lumo_gap_ev=10.09 e_homo_ev=-9.3 multiplicity=1 energy_ev=-9877.9318 relative_energy_ev=2.129 smiles="C[C@H](O)[C@@H](N)C=O"
C -1.870 0.051 0.276 -0.8 -0.8 0.2 -0.65
C -0.505 -0.613 0.117 0.7 -0.1 0.2 0.08
O 0.048 -0.965 1.377 0.3 0.3 0.3 -0.72
C 0.469 0.310 -0.617 0.7 0.6 0.6 -0.16
N 1.013 1.449 0.145 -0.9 0.7 0.6 -0.85
C 1.737 -0.358 -1.097 -0.2 -0.1 -0.7 0.44
O 2.167 -1.404 -0.712 0.0 -0.5 0.2 -0.50
H -1.999 0.399 1.306 0.3 0.4 -0.2 0.22
H -2.690 -0.667 0.155 0.2 -0.1 -0.1 0.22
H -2.073 0.834 -0.450 0.2 0.2 0.1 0.22
H -0.474 -1.520 -0.501 -0.7 0.1 -0.1 0.18
H -0.562 -1.493 1.901 -0.1 0.0 -0.3 0.47
H -0.127 0.726 -1.436 0.3 -0.2 -0.4 0.19
H 0.553 1.532 1.046 0.0 -0.1 -0.1 0.38
H 2.006 1.500 0.339 0.0 -0.6 -0.3 0.37
H 2.307 0.220 -1.849 0.0 0.2 0.0 0.11

# 5
116
Properties=species:S:1:pos:R:3:forces:R:3:mulliken_charge:R:1 method="wB97M-V/def2-TZVPD" homo_lumo_gap_ev=8.07 e_homo_ev=-7.7 multiplicity=1 energy_ev=-113000.1577 smiles="CCOCCCCC[C@H](CCCCl)O[C@@H]([C@@H](OCC)O[C@](CCCOC)(B(N)O)[C@H](I)CC)P(N)O.CCOS(C)(=O)=O.CCOS(C)(=O)=O"
C -0.556 -4.011 6.647 0.0 0.1 -0.1 -1.20
C -0.149 -2.963 5.615 -0.1 0.0 0.2 0.10
O -0.445 -1.682 6.140 -0.1 0.0 0.1 -0.35
C -0.027 -0.618 5.310 0.1 -0.1 -0.2 -1.16
C -0.896 -0.427 4.076 -0.5 0.3 0.2 0.85
C -2.327 -0.009 4.462 0.2 -0.3 0.1 -0.58
C -3.439 -0.433 3.491 -0.1 0.2 0.3 -0.77
C -3.874 0.609 2.453 0.3 -0.3 -0.1 -1.41
C -2.784 1.382 1.681 -0.3 0.5 0.2 2.27
C -2.933 2.895 1.879 0.4 -0.1 -0.1 -0.97
C -2.404 3.432 3.205 -0.2 0.3 -0.1 -1.19
C -0.900 3.230 3.388 0.0 -0.3 0.1 0.48
Cl 0.000 4.776 3.433 0.1 0.1 0.0 -0.22
O -2.893 1.245 0.267 -0.2 0.0 0.1 -0.54
C -2.556 0.065 -0.431 0.2 -0.1 -0.4 -0.74
C -1.820 0.583 -1.697 0.0 0.1 0.3 -1.46
O -0.791 1.442 -1.270 0.4 -0.2 -0.2 0.07
C -1.052 2.832 -1.361 0.0 0.3 0.3 -0.36
C -0.123 3.562 -0.389 -0.3 0.4 -0.2 -1.62
O -1.324 -0.490 -2.431 0.4 0.3 0.1 1.88
C -1.120 -0.344 -3.847 -0.2 -0.1 -0.6 -0.15
C -2.470 -0.008 -4.558 0.3 -0.3 0.3 -1.66
C -3.696 -0.671 -3.928 -0.3 0.1 -0.2 0.84
C -4.027 -2.011 -4.564 0.1 -0.2 0.2 -0.48
O -5.211 -2.576 -4.031 -0.1 0.0 -0.3 -0.46
C -4.995 -3.328 -2.866 0.0 0.0 0.2 -0.31
B -0.650 -1.784 -4.386 -0.1 -0.2 0.6 0.82
N -0.582 -2.960 -3.517 0.3 0.0 -0.7 -0.64
O -0.405 -1.904 -5.728 -0.3 0.6 0.1 -0.81
C -0.037 0.728 -4.179 0.2 -0.2 0.6 -1.27
I 0.067 1.205 -6.282 0.0 0.3 -0.1 0.05
C 1.393 0.393 -3.668 0.0 0.5 -0.4 0.53
C 2.048 1.516 -2.836 -0.5 -0.5 0.4 -1.60
P -1.729 -1.280 0.576 0.2 0.4 0.1 0.37
N -2.337 -2.582 -0.373 0.0 0.0 -0.1 -0.52
O -0.167 -1.272 0.063 -0.1 0.0 0.2 -0.41
H -1.445 -4.553 6.332 -0.1 0.0 0.1 0.31
H 0.242 -4.733 6.813 0.0 0.0 0.0 0.32
H -0.770 -3.511 7.589 0.0 0.0 0.1 0.30
H -0.693 -3.124 4.682 0.1 0.0 -0.1 0.09
H 0.924 -3.017 5.404 0.1 0.0 -0.1 0.28
H -0.069 0.281 5.926 0.0 0.0 0.1 0.34
H 1.017 -0.777 5.014 0.1 0.0 0.0 0.47
H -0.426 0.347 3.465 0.1 -0.2 -0.2 -0.13
H -0.954 -1.342 3.488 0.2 0.0 -0.1 -0.22
H -2.534 -0.491 5.420 0.0 0.0 0.0 0.65
H -2.355 1.065 4.656 -0.1 0.0 0.0 0.09
H -3.152 -1.372 3.023 0.0 0.0 -0.1 0.40
H -4.323 -0.653 4.095 -0.1 0.0 -0.1 0.40
H -4.510 1.331 2.966 -0.1 0.1 -0.1 0.51
H -4.490 0.115 1.700 -0.2 0.1 0.0 0.32
H -1.787 1.111 2.037 0.1 -0.3 -0.2 -0.32
H -3.976 3.179 1.740 -0.1 0.0 0.0 0.38
H -2.365 3.370 1.078 -0.1 0.0 0.0 0.03
H -2.965 3.025 4.048 0.1 -0.1 0.0 0.35
H -2.600 4.504 3.225 0.0 0.0 0.0 0.70
H -0.461 2.662 2.572 0.0 0.0 -0.1 -0.28
H -0.661 2.711 4.313 0.0 0.1 0.0 0.00
H -3.481 -0.421 -0.772 0.0 -0.1 0.1 0.53
H -2.544 1.176 -2.273 0.0 0.0 -0.1 0.41
H -2.093 3.047 -1.113 0.0 -0.2 0.0 0.53
H -0.890 3.203 -2.378 0.1 -0.1 -0.2 0.63
H -0.699 4.236 0.246 0.1 0.0 0.1 0.59
H 0.401 2.858 0.251 0.1 -0.1 0.0 0.07
H 0.596 4.187 -0.914 0.2 -0.1 0.1 0.40
H -2.379 -0.387 -5.578 0.0 0.3 -0.1 0.83
H -2.591 1.074 -4.621 -0.1 0.1 0.0 0.38
H -3.588 -0.818 -2.856 0.1 0.0 0.0 -1.17
H -4.568 -0.027 -4.068 0.0 0.0 0.0 0.36
H -3.203 -2.720 -4.411 0.1 0.0 -0.1 0.19
H -4.177 -1.905 -5.639 -0.1 0.1 0.0 0.26
H -5.933 -3.816 -2.611 0.0 0.0 0.0 0.35
H -4.694 -2.703 -2.019 0.1 0.1 0.0 -0.13
H -4.215 -4.082 -3.012 0.0 -0.1 0.0 0.25
H 0.343 -3.095 -3.120 0.0 0.2 0.6 0.02
H -0.727 -3.778 -4.105 0.1 -0.1 0.1 0.20
H 0.218 -2.602 -5.914 0.0 -0.5 -0.2 0.26
H -0.346 1.686 -3.772 -0.1 0.0 0.1 0.76
H 2.041 0.248 -4.531 -0.1 -0.4 0.0 0.75
H 1.364 -0.541 -3.109 0.0 -0.1 0.1 -0.51
H 1.512 2.446 -2.986 0.2 0.3 -0.2 0.42
H 1.960 1.305 -1.772 0.0 0.1 0.1 0.28
H 3.106 1.631 -3.060 0.0 0.1 -0.1 0.40
H -1.768 -3.412 -0.268 -0.1 -0.2 0.0 0.22
H -3.283 -2.795 -0.082 -0.1 -0.2 0.0 0.21
H 0.044 -2.137 -0.298 0.4 -0.1 -0.3 0.13
C 4.759 -5.554 -2.504 -0.1 0.1 -0.1 -0.97
C 4.954 -4.838 -1.184 0.0 -0.3 0.1 -0.34
O 4.794 -3.401 -1.282 0.1 0.1 -0.1 -0.29
S 3.331 -2.826 -1.448 -0.1 -0.1 0.2 1.31
C 3.671 -1.136 -1.156 0.1 0.1 0.0 -0.40
O 2.504 -3.351 -0.397 -0.1 0.0 -0.1 -0.74
O 2.896 -3.003 -2.804 -0.1 0.0 -0.1 -0.64
H 3.733 -5.473 -2.857 0.0 0.0 0.0 0.28
H 4.996 -6.611 -2.378 0.0 0.0 0.0 0.39
H 5.411 -5.133 -3.269 0.0 0.0 0.0 0.26
H 4.281 -5.216 -0.413 -0.1 0.1 0.0 0.31
H 5.972 -4.965 -0.825 0.0 0.1 0.0 0.29
H 4.019 -1.010 -0.135 0.0 0.0 0.0 0.46
H 2.734 -0.608 -1.306 -0.1 0.0 0.0 -0.36
H 4.414 -0.798 -1.873 0.0 0.0 0.0 0.37
C 4.700 2.901 3.048 0.0 0.0 -0.2 -0.96
C 4.571 4.380 2.751 -0.2 0.0 0.3 -0.28
O 5.149 4.762 1.476 0.1 -0.1 0.0 -0.32
S 4.355 4.348 0.168 0.1 0.1 0.2 1.34
C 5.241 5.351 -0.971 0.0 0.0 0.0 -1.04
O 3.008 4.810 0.297 -0.2 0.0 -0.1 -0.64
O 4.597 2.970 -0.131 0.0 -0.1 -0.1 -0.61
H 4.115 2.300 2.354 0.0 0.0 0.0 0.24
H 4.340 2.705 4.058 0.0 0.0 0.0 0.39
H 5.740 2.582 2.974 0.0 0.0 0.0 0.28
H 3.531 4.707 2.779 0.0 0.0 -0.1 0.28
H 5.125 4.969 3.478 0.1 0.0 -0.1 0.27
H 5.073 6.396 -0.726 0.0 0.0 0.0 0.33
H 4.847 5.118 -1.957 0.0 0.0 0.0 0.37
H 6.295 5.094 -0.913 0.0 0.0 0.0 0.35

# 6
20
Properties=species:S:1:pos:R:3:forces:R:3:nbo_charge:R:1 method="wB97M-V/def2-TZVPD" homo_lumo_gap_ev="7.16 / 6.78" e_homo_ev="-6.7 / -6.4" multiplicity=1 energy_ev=-11979.3250 relative_energy_ev=6.943
C 0.010 -0.171 0.461 1.5 -0.5 -1.5 0.14
C 1.480 -0.849 -1.194 0.7 -0.3 0.4 -0.44
C 2.758 -0.779 -0.409 0.1 -0.1 -0.1 -0.66
C -2.434 0.619 0.925 -1.1 0.3 -0.6 0.57
C -0.753 0.022 -0.626 -1.6 0.5 1.4 0.06
N -2.194 1.355 2.039 0.2 0.0 0.1 -0.87
C -1.426 -0.007 -1.735 0.1 0.1 0.1 -0.41
O 0.634 0.862 1.094 -0.2 0.0 0.1 -0.69
O -3.544 0.368 0.510 0.5 0.1 0.2 -0.63
H 1.289 0.505 1.704 0.0 0.0 -0.1 0.49
H -0.057 -1.119 0.985 0.1 0.1 -0.1 0.21
H -2.955 1.862 2.484 0.1 -0.2 -0.1 0.38
H -1.253 1.655 2.227 0.0 0.0 -0.1 0.40
H 1.442 -0.183 -2.051 -0.2 0.1 0.1 0.18
H 1.121 -1.848 -1.421 -0.1 0.0 0.0 0.18
H -0.959 -0.235 -2.685 0.1 -0.1 0.0 0.22
H -2.488 0.222 -1.704 0.0 0.0 0.0 0.26
H 2.981 0.246 -0.099 0.0 0.0 0.0 0.20
H 3.625 -1.120 -0.993 0.0 0.0 0.1 0.21
H 2.723 -1.407 0.488 0.0 0.0 0.0 0.19